Entry a
Formula: C4H15NO3
Source: OMol25
Level of theory: wB97M-V/def2-TZVPD

CARTESIAN COORDINATES (ANGSTROEM)
C -1.14485 0.98922 1.55779
C 0.10673 0.13210 1.76521
C 1.26391 0.81377 1.03619
C 1.90892 0.09626 0.10245
N -1.66672 1.02491 0.16236
H -0.99613 2.11195 1.79848
H -2.06738 0.68649 2.13907
H -0.25628 -0.75522 1.20425
H 0.32654 0.06572 2.86199
H 1.56467 1.82097 1.41905
H 1.64801 -0.94427 -0.00658
H 2.74527 0.49635 -0.42589
H -1.25993 1.69141 -0.57403
H -1.45794 0.15444 -0.23868
H 1.43212 1.63110 -1.43410
H 0.68571 1.23162 -2.71670
O 1.03579 1.96174 -2.22804
H 0.10270 -2.90638 0.48084
H -1.27141 -3.07675 -0.15682
O -0.39099 -2.99186 -0.43020
H -0.21562 -1.55124 -1.68327
H -1.37778 -1.70400 -2.41027
O -0.71535 -0.97833 -2.22307

Output
Total charge: 0
Gap between HOMO and LUMO: 9.14 eV
SMILES: C=CCCN.O.O.O


Entry b
Formula: C4H15NO3
Source: OMol25
Level of theory: wB97M-V/def2-TZVPD

CARTESIAN COORDINATES (ANGSTROEM)
C -2.32286 -1.37032 -0.87877
N -3.61259 -0.64356 -0.83288
C 3.48402 -0.11570 -1.29641
C 3.21721 0.53041 1.28832
C 3.59689 -0.21299 0.13429
H -2.45636 -2.49058 -1.11716
H -1.83268 -1.36836 0.11585
H -1.59057 -0.84728 -1.43565
H -3.32366 0.37756 -0.60915
H 3.82535 -0.98092 -1.88290
H 2.96218 0.68745 -1.76705
H 3.46799 0.01739 2.21892
H 3.23910 1.57274 1.44455
H 3.81887 -1.17485 0.40439
H 1.56451 0.29129 0.18595
H -4.09638 -0.59761 -1.76533
O 0.66715 0.26911 -0.13760
H -2.13500 -0.15748 2.17908
H 0.15336 0.73869 0.54724
O -1.46482 0.40446 1.84189
H -2.76661 2.54464 0.36553
H -1.75123 0.89299 0.93372
O -2.64385 1.63293 0.06317

Output
Total charge: 0
Gap between HOMO and LUMO: 2.33 eV


Entry c
Formula: C4H15NO3
Source: OMol25
Level of theory: wB97M-V/def2-TZVPD

CARTESIAN COORDINATES (ANGSTROEM)
C -1.44810 -0.88854 2.23210
N -0.80069 -0.26134 1.08152
C -0.43884 1.16554 1.31224
C -1.57065 -0.46318 -0.14614
C -0.77653 -1.37237 -1.08766
O 0.06958 -0.51770 -1.90968
H -0.93630 -0.59049 3.14414
H -2.52844 -0.70761 2.29715
H -1.31464 -1.97286 2.15182
H -1.24819 1.85099 1.04983
H 0.49771 1.30067 0.77474
H -0.21205 1.25071 2.36752
H -1.64286 0.49836 -0.65160
H -2.60709 -0.76569 0.01458
H -1.31504 -2.04874 -1.74846
H -0.10440 -1.94982 -0.45735
H 0.58193 -0.05611 -1.22490
H 3.31068 -0.05225 -2.30715
H 1.69168 -0.21532 -2.57124
O 2.54351 0.18415 -2.82273
H 3.45501 2.02212 -0.16181
H 2.23961 1.90325 -1.11279
O 2.55410 1.68625 -0.22412

Output
Total charge: 0
Gap between HOMO and LUMO: 9.38 eV
SMILES: CN(C)CCO.O.O


Stability verdict: entry c, ahead by 57.9 kJ/mol


Entry a
Formula: C4H15NO3
Source: OMol25
Level of theory: wB97M-V/def2-TZVPD

CARTESIAN COORDINATES (ANGSTROEM)
N -0.12498 -1.34177 1.20714
C -1.24432 -0.95802 0.37240
C -0.77050 -0.86276 -1.06243
C 0.29444 -1.93854 -1.07692
C 0.95408 -1.78198 0.30243
H 0.03113 -0.38720 1.59030
H -2.10978 -1.61109 0.49975
H -1.44195 0.13622 0.76653
H -1.57158 -0.97055 -1.79812
H -0.32083 0.11878 -1.23436
H -0.13696 -2.94787 -1.16374
H 0.99262 -1.89655 -1.90996
H 1.40730 -2.71008 0.65060
H 1.74202 -1.03479 0.20688
H -0.93618 2.18428 0.21955
H -1.05430 3.30690 -0.82424
O -1.56980 2.61958 -0.41175
H 0.41174 1.85940 2.02584
H -1.70449 0.80346 1.19838
O 0.19814 1.36194 1.22018
H 2.65020 1.99433 -0.57772
H 1.37271 1.37450 0.08341
O 2.01711 1.28188 -0.66636

Output
Total charge: 0
Gap between HOMO and LUMO: 7.87 eV


Entry b
Formula: C4H15NO3
Source: OMol25
Level of theory: wB97M-V/def2-TZVPD

CARTESIAN COORDINATES (ANGSTROEM)
C -0.58548 -1.90136 0.16716
C 0.03741 -0.63126 -0.45991
C 1.41129 -0.94305 -0.99052
N 0.01285 0.63866 0.34439
C 0.67163 0.71970 1.72992
O 0.32816 1.91197 2.26237
H -0.36049 -1.90285 1.33243
H -1.52120 -2.12360 -0.30446
H -0.02159 -2.71605 -0.37739
H -0.75861 -0.18298 -1.33561
H 1.50382 -0.62365 -2.02325
H 2.18973 -0.25853 -0.36649
H 1.67652 -2.03071 -0.84806
H -0.90166 1.11004 0.52803
H 0.47449 -0.23554 2.37569
H 1.70098 0.69699 1.53070
H 1.00122 2.67359 1.86710
H -3.17497 -1.40759 -0.58038
H -3.44876 -0.16452 -1.48782
O -3.61523 -0.48038 -0.56575
H 0.98703 1.80526 -0.91383
H 1.07984 3.34420 -0.63297
O 1.31301 2.70169 -1.25135

Output
Total charge: 0
Gap between HOMO and LUMO: 9.77 eV
SMILES: CC(C)NCO.O.O


Stability verdict: entry b, ahead by 177.8 kJ/mol


Entry a
Formula: C4H6NO
Source: OMol25
Level of theory: wB97M-V/def2-TZVPD

CARTESIAN COORDINATES (ANGSTROEM)
C 2.34047 0.04713 -0.04648
C -0.86018 1.80502 -0.06955
C 1.38836 -0.96932 -0.19281
C 0.01198 -0.38488 0.25150
N 0.12299 1.03003 -0.04203
O 3.14813 0.80692 0.09670
H -1.89159 1.49946 0.10591
H -0.66900 2.84950 -0.27213
H 1.33980 -1.24232 -1.25793
H 1.70499 -1.86622 0.36389
H -0.81460 -0.88636 -0.26729
H -0.11850 -0.52080 1.32930

Output
Total charge: +1
Gap between HOMO and LUMO: 9.88 eV


Entry b
Formula: C4H6NO
Source: OMol25
Level of theory: wB97M-V/def2-TZVPD

CARTESIAN COORDINATES (ANGSTROEM)
C -2.93571 0.00629 -0.11886
C -1.84157 -0.90693 0.01647
C -1.84186 0.88400 -0.00577
C 2.16922 0.06712 0.25377
N -0.97435 -0.07471 0.62452
O 0.98507 0.15367 -0.36727
H -3.96095 0.07020 -0.09505
H -1.56685 -1.84932 -0.44022
H -1.64168 1.88298 -0.53523
H 2.89820 0.48660 -0.54180
H 2.38964 -1.06202 0.56090
H 2.61443 0.83240 1.06596

Output
Total charge: +1
Gap between HOMO and LUMO (alpha / beta): 7.73 / 7.68 eV


Entry c
Formula: C4H6NO
Source: OMol25
Level of theory: wB97M-V/def2-TZVPD

CARTESIAN COORDINATES (ANGSTROEM)
C -1.18801 -0.75598 1.92629
C 0.01343 -0.83674 1.41154
C -0.51615 1.23760 -0.86806
C 1.42715 -0.08316 -1.56798
N 0.38097 0.53995 -1.33428
O 1.07320 -0.94729 0.92555
H -1.16252 -1.01939 2.95077
H -1.99317 -0.55497 1.36472
H -0.42578 1.57809 0.18319
H -1.36840 1.64570 -1.44117
H 2.33644 0.36814 -1.95475
H 1.42284 -1.17196 -1.59581

Output
Total charge: +1
Gap between HOMO and LUMO: 7.98 eV


Stability verdict: entry a, ahead by 133.8 kJ/mol


Entry a
Formula: C2H9N3
Source: OMol25
Level of theory: wB97M-V/def2-TZVPD

CARTESIAN COORDINATES (ANGSTROEM)
C 1.00360 -0.83460 -1.77090
N 0.66844 0.57550 -1.88904
H 1.16976 -1.08913 -0.72811
H 1.86824 -1.14181 -2.36096
H 0.14467 -1.39841 -2.11360
H 1.35762 1.18653 -1.48301
H 0.47656 0.85703 -2.83728
N -1.33060 -0.05757 0.94563
C -0.68244 0.34725 2.07431
N -1.30396 0.82549 3.07973
H -2.30658 -0.22436 1.11008
H -0.83679 -0.26509 0.10138
H 0.40268 0.21281 2.05594
H -0.63118 1.00635 3.81584

Output
Total charge: 0
Gap between HOMO and LUMO: 9.80 eV
SMILES: [H]/N=C/N.CN


Entry b
Formula: C2H9N3
Source: OMol25
Level of theory: wB97M-V/def2-TZVPD

CARTESIAN COORDINATES (ANGSTROEM)
C 0.32625 0.95420 2.74156
N 0.09665 1.09133 3.96965
H 1.05445 1.62301 2.28148
H -0.13246 0.19458 2.10666
H -0.65733 0.48365 4.28326
N -0.21267 -1.06305 -2.72053
C 0.18953 -0.90938 -1.35429
N -0.23669 0.35397 -0.67971
H -1.20304 -1.09972 -2.88177
H 0.31361 -0.64556 -3.46393
H -0.16725 -1.73199 -0.73561
H 1.27906 -0.89005 -1.35998
H 0.43274 1.05084 -0.99368
H -1.08286 0.58817 -1.19310

Output
Total charge: 0
Gap between HOMO and LUMO: 10.14 eV
SMILES: C=N.NCN


Stability verdict: entry a, ahead by 75.4 kJ/mol


Entry a
Formula: C4H6FN
Source: OMol25
Level of theory: wB97M-V/def2-TZVPD

CARTESIAN COORDINATES (ANGSTROEM)
C -1.30518 0.78116 -0.17466
C 0.55911 0.19688 1.27424
C 0.57109 -0.39735 -1.31674
C -0.09653 0.04729 -0.07125
N -2.23204 1.45847 -0.14644
F -1.25615 -1.60568 0.58308
H -0.44490 0.40063 1.81738
H 1.09921 -0.67579 1.48234
H 1.09111 1.13127 1.30393
H 1.15850 0.42462 -1.51360
H -0.15787 -0.46134 -2.07307
H 1.01365 -1.30016 -1.16521

Output
Total charge: 0
Gap between HOMO and LUMO (alpha / beta): 9.59 / 9.60 eV


Entry b
Formula: C4H6FN
Source: OMol25
Level of theory: wB97M-V/def2-TZVPD

CARTESIAN COORDINATES (ANGSTROEM)
C 0.00331 0.32962 -1.29896
C 0.65485 0.56759 0.12154
C 0.01224 -0.23717 1.27567
C -1.04913 -1.19935 0.70723
H 0.80829 0.55189 -2.05772
H -0.72379 0.81297 -1.83017
H -0.37938 -0.63773 -1.38520
H 1.69183 0.24101 0.09276
H 0.55044 1.59105 0.29129
H 0.82684 -0.86676 1.66928
N -1.95201 -1.69867 0.14407
F -0.44349 0.54555 2.27021

Output
Total charge: 0
Gap between HOMO and LUMO: 12.63 eV
SMILES: CC[C@@H](F)C#N


Stability verdict: entry b, ahead by 150.9 kJ/mol